Entry 1:
Formula: C4H6ClF
Source: OMol25
Level of theory: wB97M-V/def2-TZVPD

Its gap between HOMO and LUMO (alpha / beta) is 7.34 / 7.34 eV. For the lowest unoccupied orbital energy (alpha / beta), the calculation gives -0.40 / -0.40 eV.

Geometry as ORCA input:
```
! RIJCOSX wB97M-V def2-TZVPD def2/J DEFGRID3
* xyz 0 1
C -0.436 0.273 -0.690
C -1.507 1.714 -2.067
C -0.968 -0.877 -0.173
C 0.772 0.898 -0.064
F -1.192 1.179 -3.170
Cl -3.111 1.148 -1.776
H -0.374 -1.321 0.690
H -0.796 -1.462 -1.094
H -1.982 -0.854 0.043
H 1.394 1.315 -0.797
H 1.420 0.252 0.515
H 0.318 1.592 0.584
*
```


Entry 2:
Formula: C4H6ClF
Source: OMol25
Level of theory: wB97M-V/def2-TZVPD

Its SMILES is C[C@H](Cl)/C=C/F. Its gap between HOMO and LUMO is 10.90 eV. For the lowest unoccupied orbital energy, the calculation gives 0.82 eV.

Geometry as ORCA input:
```
! RIJCOSX wB97M-V def2-TZVPD def2/J DEFGRID3
* xyz 0 1
C 1.557 0.324 0.616
C 0.141 0.810 0.122
Cl -1.037 1.603 1.433
C -0.546 -0.268 -0.776
C -1.606 -0.999 -0.504
F -2.030 -1.999 -1.365
H 1.911 1.187 1.057
H 1.664 -0.517 1.450
H 2.057 -0.041 -0.400
H 0.296 1.850 -0.325
H -0.105 -0.849 -1.550
H -2.302 -1.101 0.242
*
```


Entry 3:
Formula: C4H6ClIO
Source: OMol25
Level of theory: wB97M-V/def2-TZVPD

Its gap between HOMO and LUMO is 9.77 eV. For the lowest unoccupied orbital energy, the calculation gives -0.13 eV.

Geometry as ORCA input:
```
! RIJCOSX wB97M-V def2-TZVPD def2/J DEFGRID3
* xyz 0 1
C -0.823 1.153 0.529
C 0.547 -0.759 1.094
C 0.530 -0.101 -1.325
C -0.253 -0.173 -0.051
O -0.756 1.573 1.625
Cl -1.409 2.313 -0.730
I -2.183 -1.219 -0.121
H 0.847 -1.693 0.702
H -0.149 -0.982 1.989
H 1.446 -0.170 1.220
H 0.660 -1.032 -1.664
H 1.445 0.433 -1.129
H 0.099 0.655 -2.140
*
```


Entry 4:
Formula: C4H6ClN
Source: OMol25
Level of theory: wB97M-V/def2-TZVPD

Its SMILES is C#C[C@@H](Cl)CN. Its gap between HOMO and LUMO is 10.75 eV. For the lowest unoccupied orbital energy, the calculation gives 0.88 eV.

Geometry as ORCA input:
```
! RIJCOSX wB97M-V def2-TZVPD def2/J DEFGRID3
* xyz 0 1
C -0.667 -1.393 1.669
C 0.129 -0.565 1.246
C 0.717 0.542 0.432
Cl 2.426 0.601 0.931
C 0.407 0.225 -0.979
N -0.933 0.225 -1.339
H -1.364 -2.134 2.060
H 0.264 1.468 0.710
H 0.797 -0.819 -1.178
H 0.879 1.025 -1.641
H -1.243 1.186 -1.208
H -1.412 -0.362 -0.702
*
```


Entry 5:
Formula: C4H6ClN
Source: OMol25
Level of theory: wB97M-V/def2-TZVPD

Its SMILES is C/C=C/Cl.C#N. Its gap between HOMO and LUMO is 10.25 eV. For the lowest unoccupied orbital energy, the calculation gives 0.90 eV.

Geometry as ORCA input:
```
! RIJCOSX wB97M-V def2-TZVPD def2/J DEFGRID3
* xyz 0 1
C -0.065 -0.690 -1.375
C 0.732 0.361 -0.589
C 1.074 0.001 0.644
Cl 1.958 1.014 1.704
H -0.970 -0.424 -1.794
H -0.191 -1.602 -0.954
H 0.528 -0.889 -2.406
H 1.048 1.388 -0.908
H 0.786 -0.800 1.156
C -1.614 0.568 1.515
N -1.975 -0.480 1.293
H -1.313 1.554 1.716
*
```


Entry 6:
Formula: C4H6ClN
Source: OMol25
Level of theory: wB97M-V/def2-TZVPD

Its gap between HOMO and LUMO is 10.47 eV. For the lowest unoccupied orbital energy, the calculation gives 0.61 eV.

Geometry as ORCA input:
```
! RIJCOSX wB97M-V def2-TZVPD def2/J DEFGRID3
* xyz 0 1
C 0.361 -0.358 -0.550
C 0.515 -2.758 -1.261
C -1.095 -0.061 -0.241
C 1.324 0.562 -0.357
N 0.598 -1.644 -0.967
Cl -0.161 0.990 2.616
H -1.172 -0.132 0.795
H -1.605 -0.892 -0.604
H -1.373 0.823 -0.656
H -0.989 1.548 1.776
H 1.198 1.500 0.054
H 2.400 0.422 -0.603
*
```


Entry 7:
Formula: C4H6ClN2O
Source: OMol25
Level of theory: wB97M-V/def2-TZVPD

Its SMILES is O[C@H]1CC(Cl)=[NH+]C=N1. Its gap between HOMO and LUMO is 9.36 eV. For the lowest unoccupied orbital energy, the calculation gives -5.61 eV.

Geometry as ORCA input:
```
! RIJCOSX wB97M-V def2-TZVPD def2/J DEFGRID3
* xyz 1 1
O -0.029 -1.152 1.120
C 0.796 -0.944 -0.001
C -0.223 -0.671 -1.101
C -1.079 0.294 -0.306
Cl -2.723 0.024 -0.146
N -0.533 1.295 0.361
C 0.906 1.323 0.380
N 1.560 0.287 0.156
H 0.294 -1.246 2.055
H 1.475 -1.786 -0.359
H 0.151 -0.163 -1.957
H -0.857 -1.488 -1.495
H -1.125 2.057 0.709
H 1.387 2.171 0.584
*
```


Entry 8:
Formula: C4H6ClN3
Source: OMol25
Level of theory: wB97M-V/def2-TZVPD

Its gap between HOMO and LUMO (alpha / beta) is 7.91 / 6.95 eV. For the lowest unoccupied orbital energy (alpha / beta), the calculation gives 0.40 / 0.17 eV.

Geometry as ORCA input:
```
! RIJCOSX wB97M-V def2-TZVPD def2/J DEFGRID3
* xyz 0 1
C 0.698 -1.455 0.976
C 1.193 -0.153 1.585
C -0.224 -0.606 -1.099
C -0.403 0.924 -0.769
N 0.161 -1.583 -0.115
N 0.796 0.975 1.308
N -1.587 1.408 -0.405
Cl 0.786 1.843 -1.601
H 1.124 -2.346 1.466
H 2.002 -0.392 2.292
H -1.230 -0.954 -1.656
H 0.723 -0.778 -1.688
H -2.174 0.733 0.053
H -1.864 2.384 -0.346
*
```


Entry 9:
Formula: C4H6ClNOS
Source: OMol25
Level of theory: wB97M-V/def2-TZVPD

Its SMILES is COC1=NSC[C@@H]1Cl. Its gap between HOMO and LUMO is 9.20 eV. For the lowest unoccupied orbital energy, the calculation gives 0.82 eV.

Geometry as ORCA input:
```
! RIJCOSX wB97M-V def2-TZVPD def2/J DEFGRID3
* xyz 0 1
C -0.198 1.905 -2.304
O -0.633 1.589 -0.980
C 0.071 0.638 -0.364
N 1.122 0.082 -0.843
S 1.743 -1.089 0.235
C 0.699 -0.524 1.632
C -0.466 0.195 0.977
Cl -1.875 -0.878 0.713
H 0.835 2.271 -2.260
H -0.222 1.012 -2.948
H -0.896 2.670 -2.698
H 0.402 -1.386 2.276
H 1.269 0.172 2.270
H -0.828 1.031 1.575
*
```


Entry 10:
Formula: C4H6ClNS
Source: OMol25
Level of theory: wB97M-V/def2-TZVPD

Its SMILES is C/C(Cl)=[NH+]\[S-].C#C. Its gap between HOMO and LUMO (alpha / beta) is 8.11 / 8.11 eV. For the lowest unoccupied orbital energy (alpha / beta), the calculation gives 0.30 / 0.30 eV.

Geometry as ORCA input:
```
! RIJCOSX wB97M-V def2-TZVPD def2/J DEFGRID3
* xyz 0 1
C 0.970 0.690 0.506
C 1.712 -0.491 0.018
Cl 3.010 -0.294 -1.092
N 1.423 -1.704 0.407
S 0.263 -2.160 1.492
H -0.031 0.366 0.788
H 0.910 1.463 -0.255
H 1.459 1.109 1.387
H 1.978 -2.462 0.009
C -2.349 0.122 -0.417
C -2.005 -0.391 -1.438
H -2.657 0.570 0.480
H -1.714 -0.839 -2.342
*
```


Entry 11:
Formula: C4H6ClNS2
Source: OMol25
Level of theory: wB97M-V/def2-TZVPD

Its SMILES is C/C(=C/N)SC(=S)Cl. Its gap between HOMO and LUMO is 8.06 eV. For the lowest unoccupied orbital energy, the calculation gives -0.27 eV.

Geometry as ORCA input:
```
! RIJCOSX wB97M-V def2-TZVPD def2/J DEFGRID3
* xyz 0 1
C 1.168 1.155 -1.285
C 0.592 0.295 -0.136
C 1.063 -0.631 0.686
N 0.298 -1.335 1.521
S -1.032 1.007 0.613
C -2.270 -0.002 -0.129
S -1.906 -1.331 -1.034
Cl -3.911 0.442 0.178
H 1.122 0.647 -2.250
H 2.168 1.541 -1.098
H 0.436 1.881 -1.581
H 2.160 -0.897 0.557
H -0.655 -0.837 1.766
H 0.768 -1.936 2.192
*
```


Entry 12:
Formula: C4H6ClNSe
Source: OMol25
Level of theory: wB97M-V/def2-TZVPD

Its SMILES is C[Se]C[C@@H](Cl)C#N. Its gap between HOMO and LUMO is 9.40 eV. For the lowest unoccupied orbital energy, the calculation gives 0.54 eV.

Geometry as ORCA input:
```
! RIJCOSX wB97M-V def2-TZVPD def2/J DEFGRID3
* xyz 0 1
C 0.999 -1.244 1.805
Se 1.370 -1.148 -0.132
C 0.659 0.610 -0.472
C -1.042 0.859 -0.774
Cl -1.355 2.525 -1.223
C -1.716 -0.004 -1.701
N -2.381 -0.582 -2.453
H 0.582 -0.291 1.870
H 0.501 -2.185 1.811
H 1.999 -1.235 2.188
H 1.006 0.984 -1.403
H 0.994 1.112 0.321
H -1.616 0.599 0.164
*
```


Asked for energy above the lowest of the compared OMol25 structures with the same formula, charge and spin across the records above, the calculation gives 6.0171 1.8030 0.1142 2.0899 1.8560 2.0381 1.5390 5.2394 0.9472 2.9510 1.6770 0.4023 eV in order.